1.
C16H13Br4N8O9V as an isolated structure, computed with ωB97M-V/def2-TZVPD.

CARTESIAN COORDINATES (ANGSTROEM)
1 O 4.917 3.252 -4.190
2 C 0.521 -3.337 1.883
3 H -5.205 -0.385 1.907
4 H 5.789 1.758 -0.708
5 Br 2.192 -5.997 -0.848
6 C -5.400 -0.933 0.989
7 C 0.862 -2.121 -0.173
8 N 5.320 2.782 -3.145
9 Br -0.118 -3.301 3.661
10 Br 1.920 -3.129 -2.560
11 C 2.050 2.169 -1.492
12 H -3.803 -1.517 -1.863
13 N -4.265 -0.855 0.078
14 H -4.398 1.338 1.153
15 O 6.488 2.649 -2.843
16 C 0.443 -2.149 1.174
17 O 0.697 -0.967 -0.810
18 V -0.127 0.367 0.328
19 O 0.404 3.229 -2.672
20 N 0.670 2.413 -1.825
21 C -2.506 1.879 1.689
22 N -3.077 2.880 2.425
23 C -3.196 -0.050 0.269
24 H -5.144 -2.344 -1.067
25 O 5.242 1.432 1.761
26 N -2.046 -0.226 -0.282
27 C 1.380 -3.269 -0.757
28 N 4.284 0.891 1.239
29 C 4.320 2.394 -2.149
30 O 3.620 0.010 1.731
31 O 1.551 1.343 0.689
32 N -1.248 1.658 1.625
33 C 3.798 1.490 -0.012
34 C 2.396 1.626 -0.222
35 H -3.484 -2.715 -0.584
36 O -0.230 1.801 -1.224
37 H -4.032 3.145 2.261
38 Br 1.141 -6.089 2.294
39 C 2.989 2.555 -2.436
40 H -5.558 -1.973 1.274
41 H -6.312 -0.557 0.522
42 H -0.708 2.302 2.192
43 H -2.474 3.626 2.726
44 C 4.737 1.871 -0.928
45 C 1.042 -4.492 1.294
46 C 1.479 -4.457 -0.028
47 O -0.049 -1.012 1.657
48 C -4.157 -1.917 -0.912
49 H -1.959 -1.111 -0.768
50 N -3.435 1.071 1.059
51 H 2.680 2.972 -3.383

Values from the calculation:
gap between HOMO and LUMO (alpha / beta)	6.01 / 5.97	eV
HOMO level (alpha / beta)	-7.36 / -7.36	eV
⟨S²⟩	2.015
2S+1	3

***

2.
C14H26AsO3PPdS as an isolated structure, computed with ωB97M-V/def2-TZVPD.

CARTESIAN COORDINATES (ANGSTROEM)
1 H 5.475 0.226 0.462
2 As 0.837 1.892 -1.435
3 H -6.042 0.329 -0.509
4 C -4.578 -0.193 -2.011
5 H -0.837 -0.931 2.583
6 H -0.321 -1.946 1.204
7 H 1.532 -2.560 4.604
8 H -0.321 -0.052 0.096
9 H 3.693 0.354 0.437
10 O 4.543 -0.985 -0.884
11 H 2.037 1.801 -3.590
12 H -1.315 2.904 -2.458
13 S -1.155 -2.305 -1.632
14 C -4.418 -0.862 0.275
15 H -0.354 -2.621 2.834
16 C -5.114 -0.188 -0.725
17 H 0.613 0.954 3.044
18 C -0.147 -1.716 2.257
19 H -1.387 0.785 -0.978
20 C -3.390 -0.846 -2.287
21 H -5.093 0.327 -2.814
22 H -0.712 1.632 0.467
23 H 2.383 0.953 3.196
24 C 1.613 -1.493 4.380
25 H 0.099 3.958 -2.741
26 H 4.471 -1.059 1.187
27 O 2.013 2.737 -0.640
28 P 1.618 -1.245 2.524
29 C 1.544 0.599 2.590
30 H 1.511 0.148 -3.184
31 H 0.330 1.332 -3.850
32 Pd 1.440 -0.524 -0.596
33 C 4.541 -0.336 0.365
34 C 1.210 1.191 -3.220
35 H -2.707 -2.035 0.799
36 H -4.805 -0.873 1.290
37 H -0.671 3.927 -1.140
38 C -3.230 -1.518 0.003
39 C -0.507 0.946 -0.357
40 H 2.555 -1.133 4.798
41 C -0.411 3.326 -2.012
42 H 0.788 -0.970 4.878
43 O 3.380 -1.508 -2.670
44 H 1.656 1.020 1.588
45 C 3.278 -1.070 -1.544
46 H -2.983 -0.831 -3.292
47 C -2.661 -1.538 -1.291

Values from the calculation:
gap between HOMO and LUMO	5.25	eV
HOMO level	-0.13	eV
charge	-2

***

3.
One molecule with the formula C9H19BN2O3, computed with ωB97M-V/def2-TZVPD.

CARTESIAN COORDINATES (ANGSTROEM)
1 H -0.446 1.519 -3.824
2 H -0.461 -3.718 2.844
3 H -1.555 -3.721 0.487
4 C -0.113 -0.733 1.064
5 H -0.721 3.108 -3.122
6 O 2.959 0.939 0.115
7 C 0.955 1.994 -2.281
8 H 0.160 -2.220 3.459
9 H 1.243 2.976 -1.884
10 B 1.721 1.520 0.042
11 H -2.077 0.628 -2.287
12 H -1.391 -2.338 -0.517
13 H -1.782 -1.781 1.877
14 H 1.699 1.648 -3.030
15 H 0.323 2.687 0.834
16 C 0.026 -2.802 2.542
17 C -0.784 -2.015 1.495
18 C -1.432 1.416 -1.883
19 H 0.050 -3.300 -0.123
20 O 1.264 2.462 0.960
21 H -2.107 2.102 -1.342
22 H 1.389 0.016 -1.508
23 H -0.614 0.446 2.641
24 H 0.664 0.970 1.876
25 H 0.981 -3.089 2.152
26 H 0.803 -0.971 0.499
27 C 0.873 0.957 -1.187
28 C -0.890 -2.899 0.273
29 C -0.471 2.071 -2.879
30 O -2.273 -0.070 0.391
31 H 3.425 1.330 0.858
32 C -1.080 0.003 0.154
33 N -0.565 0.749 -0.898
34 N 0.225 0.119 2.202

Values from the calculation:
gap between HOMO and LUMO	9.27	eV
HOMO level	-8.93	eV
SMILES string	CC(C)[C@H](N)C(=O)N1CCC[C@H]1B(O)O

***

4.
C2H3I3O2 as an isolated structure, computed with ωB97M-V/def2-TZVPD.

CARTESIAN COORDINATES (ANGSTROEM)
1 C -0.462 -0.423 -0.094
2 I 0.072 -1.953 -1.611
3 O -1.564 0.292 -0.311
4 I 0.116 2.560 0.774
5 H 0.669 0.900 -1.550
6 H -2.302 0.027 0.209
7 C 0.770 0.723 -0.379
8 I 2.798 0.242 0.168
9 H 0.342 -1.333 1.693
10 O -0.440 -1.034 1.101

Values from the calculation:
gap between HOMO and LUMO (alpha / beta)	6.36 / 5.61	eV
HOMO level (alpha / beta)	-6.07 / -9.19	eV
⟨S²⟩	2.008
2S+1	3

***

Taking the records one at a time from the top gives E values of -353004.46977; -105523.12935; -19443.42165; -30514.68601 eV.
Taking the records one at a time from the top gives energy relative to the best compared isomer or geometry (same formula, charge and spin) values of 0.0; 62.8; 0.0; 34.5 kcal per mole.
Taking the records one at a time from the top gives largest force on an atom values of 0.027; 0.012; 0.033; 0.106 hartree/bohr.